Record 1
Entry from the Open Molecules 2025 dataset: a molecular structure, C28H37BNO3V (ωB97M-V/def2-TZVPD).

The geometry in XYZ format:
```
71
Properties=species:S:1:pos:R:3:forces:R:3
V 0.109 -0.409 0.182 1.06 0.93 2.56
O -3.139 0.582 -3.176 0.50 0.16 -0.49
O 0.642 0.784 3.113 -0.82 -0.67 -1.27
O -1.618 0.346 2.871 1.32 -0.19 -1.20
N -1.247 1.470 -4.058 -0.66 0.49 -0.09
C 0.157 0.544 4.431 -0.39 -0.05 0.51
C -3.124 -1.791 -1.989 -0.41 -0.46 0.20
C -1.126 -0.097 -2.154 0.40 -0.35 -0.06
C 1.601 1.203 -0.647 0.37 -1.08 0.65
C 3.638 1.734 -4.160 -0.03 0.00 -0.07
C -1.894 2.115 4.443 -0.12 0.12 0.17
C -1.049 -2.036 1.692 0.56 -0.33 -0.66
C -1.408 0.687 4.244 0.25 0.52 0.73
C 0.231 -2.408 1.165 -0.53 -0.75 0.31
C -0.945 -2.438 -3.033 0.01 -0.41 -0.19
C 2.472 -0.099 -5.225 0.21 0.09 0.01
C 0.608 -0.850 4.859 -0.22 -0.16 0.16
C 3.670 0.514 -4.845 -0.24 -0.05 0.02
C -1.617 -1.566 -1.973 0.09 0.04 -0.22
C 1.221 1.671 -4.162 0.51 0.07 -0.15
C -2.257 -0.232 5.091 -0.03 -0.17 0.29
C -1.885 -1.657 0.609 0.88 -0.08 -0.53
C -0.076 2.268 -3.692 -0.19 0.03 0.14
C 0.139 -2.440 -0.258 -1.44 -1.02 -0.81
C 2.248 -0.190 1.086 0.04 -0.01 -0.78
C -1.162 -1.934 -0.602 0.65 -1.05 0.71
C 1.822 -0.114 -1.190 0.88 0.34 0.91
C 1.887 1.153 0.752 -0.37 -0.47 -0.88
C 2.420 2.329 -3.847 -0.20 -0.55 -0.01
C -1.925 0.675 -3.171 -1.16 0.86 0.43
C 0.812 1.537 5.366 -0.18 0.35 0.28
C 1.250 0.484 -4.891 -0.07 -0.01 0.14
C 2.239 -0.963 -0.114 0.83 1.41 -0.32
B -0.376 0.383 2.219 -0.29 0.77 0.91
H -1.391 -2.241 2.709 0.35 0.80 -0.31
H -0.049 2.415 -2.595 -0.06 -0.07 -0.43
H 4.566 2.224 -3.868 -0.18 -0.11 -0.14
H 1.926 2.010 1.409 -0.30 -0.23 0.06
H -2.914 -1.291 0.662 0.63 -0.04 0.16
H 2.585 -0.549 2.056 -0.38 0.19 -0.27
H -3.562 -1.729 -2.978 0.02 0.15 -0.01
H 1.381 2.104 -1.207 -0.12 -0.28 0.16
H 4.626 0.049 -5.093 -0.28 0.15 0.07
H -1.124 0.445 -1.161 -0.68 0.42 -0.54
H -0.200 3.275 -4.111 -0.05 -0.25 0.05
H -0.093 -0.098 -2.493 -0.10 -0.16 0.03
H -3.313 -2.806 -1.606 0.11 0.16 -0.11
H 2.375 3.289 -3.334 0.13 -0.15 -0.03
H 0.288 -1.027 5.894 0.06 -0.14 -0.28
H 2.476 -1.033 -5.787 0.09 0.25 0.13
H 1.876 -0.371 -2.233 -0.18 -0.06 -0.14
H 0.481 1.340 6.392 0.06 0.13 -0.09
H 0.300 0.031 -5.197 0.47 0.09 0.15
H -2.008 -1.290 4.950 -0.06 0.20 0.04
H 0.821 -2.890 -0.982 -0.27 0.34 0.49
H -3.643 -1.100 -1.324 -0.05 0.02 -0.27
H -1.918 1.950 -4.660 0.32 -0.21 0.20
H -3.308 -0.076 4.832 0.14 -0.10 0.04
H -1.852 2.374 5.505 0.05 0.09 -0.11
H 1.085 -2.751 1.760 -0.52 0.18 -0.29
H 0.133 -2.260 -3.136 -0.17 0.09 0.11
H -1.405 -2.254 -4.009 0.08 -0.03 0.10
H -2.134 0.024 6.150 -0.02 -0.15 -0.16
H 2.619 -1.970 -0.217 -0.21 0.17 0.08
H 1.901 1.408 5.339 -0.23 0.04 -0.05
H -1.308 2.842 3.874 -0.09 -0.11 0.02
H 0.568 2.575 5.113 0.13 -0.27 0.04
H -1.078 -3.502 -2.786 -0.06 0.31 -0.14
H 1.701 -0.892 4.844 -0.12 -0.01 -0.07
H 0.214 -1.650 4.214 0.08 0.24 0.20
H -2.943 2.175 4.136 0.20 0.03 -0.05
```
Forces are in eV/Å.

Properties
HOMO (alpha / beta): -11.863 / -11.861 eV
<S²>: 0.782
spin multiplicity: 2
total charge: +1
Kohn-Sham gap (alpha / beta): 8.27 / 8.16 eV
energy above the lowest of the compared OMol25 structures with the same formula, charge and spin: 0.00 kJ/mol
calculated total energy: -2338.29110 a.u.

=====

Record 2
Entry from the Open Molecules 2025 dataset: a molecular structure, C28H37BrCl3GeIrN3Si (ωB97M-V/def2-TZVPD).

The geometry in XYZ format:
```
75
Properties=species:S:1:pos:R:3:forces:R:3
Ir 0.609 2.014 -2.230 -0.88 -0.40 -0.27
Br 1.536 0.794 -0.322 0.45 -0.40 0.60
Ge 2.853 3.893 -4.219 0.17 0.35 0.24
Cl 1.497 4.245 -2.377 0.07 0.16 -0.20
Cl 2.707 5.738 -5.248 -0.01 -0.17 0.01
Cl 4.776 3.608 -3.351 -0.18 -0.07 -0.11
Si 1.662 0.016 2.430 -0.08 0.27 -0.28
N -1.575 2.115 -2.136 0.15 0.34 -0.17
N 0.198 0.383 -3.533 0.51 -0.04 0.09
N -7.385 -4.549 -3.477 0.06 0.04 0.01
C 4.017 1.550 2.677 0.09 -0.04 0.08
C 0.994 2.823 2.555 0.00 0.03 0.12
C 1.782 -2.673 1.567 -0.04 -0.04 0.07
C -2.270 3.176 -1.791 -0.12 -0.01 0.14
C 0.653 1.449 3.159 -0.05 -0.06 -0.22
C -3.272 -1.120 -3.188 -0.09 0.01 0.04
C 0.456 -2.162 3.633 0.05 0.09 0.06
C -5.371 -2.925 -3.371 -0.05 -0.02 -0.03
C -0.526 -1.753 -4.050 -0.07 0.02 0.03
C -3.299 -2.244 -2.367 0.03 0.04 0.08
C -0.850 1.215 2.947 0.00 0.05 0.10
C -5.324 -1.826 -4.227 -0.01 0.00 -0.02
C 3.897 -0.649 3.893 -0.07 -0.03 0.05
C -2.505 1.141 -2.514 0.05 -0.14 -0.01
C 0.948 1.469 4.674 0.02 -0.08 0.01
C -0.454 -1.624 1.354 -0.02 -0.07 0.11
C 0.820 -1.668 2.217 0.04 0.07 -0.24
C -4.349 -3.142 -2.452 0.01 -0.04 0.00
C -2.176 -0.120 -3.032 -0.04 0.00 -0.01
C 3.547 0.092 2.586 -0.12 0.08 -0.28
C -0.899 -0.482 -3.460 -0.18 0.13 -0.01
C -3.697 2.948 -1.903 0.06 0.14 0.07
C 1.165 -0.300 -4.123 -0.08 -0.12 -0.12
C 4.297 -0.560 1.411 0.06 -0.02 0.09
C -3.841 1.672 -2.313 0.05 -0.13 0.00
C -6.488 -3.833 -3.433 0.03 -0.02 -0.03
C -4.279 -0.924 -4.129 0.07 0.02 -0.04
C 0.757 -1.641 -4.456 0.14 0.06 -0.05
H 3.606 -1.701 3.868 0.04 0.03 0.00
H -4.470 3.669 -1.688 0.04 -0.01 0.03
H 0.955 2.819 1.466 -0.03 0.03 0.01
H -0.235 -1.491 4.148 0.00 -0.05 -0.01
H 2.121 0.158 -4.337 0.02 -0.03 0.09
H -0.791 -2.655 1.208 0.00 0.03 0.02
H 1.971 3.186 2.863 -0.01 0.01 -0.03
H -0.269 -1.187 0.372 -0.02 -0.05 -0.01
H -1.199 0.295 3.415 -0.03 0.03 -0.03
H -4.381 -4.011 -1.810 -0.02 0.02 0.02
H -4.240 -0.072 -4.797 -0.02 -0.01 0.02
H 3.624 2.063 3.554 0.02 0.02 -0.03
H -1.264 -1.079 1.830 -0.02 -0.01 -0.03
H 4.982 -0.613 4.028 -0.02 0.01 0.01
H 2.670 -2.847 2.173 0.00 -0.02 -0.03
H 1.337 -2.296 4.265 -0.04 -0.02 -0.01
H 5.107 1.556 2.763 -0.02 -0.01 0.00
H -6.101 -1.685 -4.965 -0.02 0.01 0.03
H 0.370 2.279 5.127 0.00 -0.03 0.01
H 3.753 2.118 1.783 0.01 0.01 0.03
H -0.036 -3.134 3.542 0.03 0.01 0.02
H 1.367 -2.381 -4.949 0.00 0.03 0.00
H -1.396 2.040 3.414 0.01 -0.02 -0.02
H 5.367 -0.396 1.565 -0.02 -0.01 0.01
H 3.441 -0.186 4.772 0.03 -0.03 -0.01
H -2.509 -2.404 -1.643 -0.04 0.00 0.00
H -4.760 1.135 -2.485 0.04 -0.01 -0.02
H 4.031 -0.113 0.453 0.05 0.00 0.02
H 0.251 3.542 2.910 0.04 -0.02 0.03
H 2.000 1.655 4.894 -0.04 0.02 0.01
H 1.267 -3.633 1.466 0.01 0.02 0.01
H -1.112 1.198 1.887 -0.01 -0.01 0.02
H 0.655 0.538 5.167 0.00 0.05 0.01
H -1.781 4.073 -1.435 -0.02 0.00 -0.05
H 4.140 -1.632 1.349 0.02 -0.01 -0.02
H 2.092 -2.353 0.570 0.00 -0.04 0.01
H -1.176 -2.606 -4.151 -0.02 0.06 -0.01
```
Forces are in eV/Å.

Properties
HOMO (alpha / beta): -14.262 / -14.306 eV
<S²>: 8.848
spin multiplicity: 6
total charge: +2
Kohn-Sham gap (alpha / beta): 7.36 / 5.62 eV
energy above the lowest of the compared OMol25 structures with the same formula, charge and spin: 74.25 kJ/mol
calculated total energy: -7678.18898 a.u.

=====

Record 3
Entry from the Open Molecules 2025 dataset: a molecular structure, C28H37CdClN4P2 (ωB97M-V/def2-TZVPD).

The geometry in XYZ format:
```
73
Properties=species:S:1:pos:R:3:forces:R:3
Cd 1.869 -2.820 2.797 -0.34 -1.64 -0.05
Cl 3.380 -5.580 2.976 0.69 -0.72 0.99
P -0.475 1.767 1.574 -2.44 2.75 1.25
P 2.183 1.355 -0.658 1.37 2.43 -2.48
N 1.283 1.326 -2.181 -0.56 0.07 -0.25
N -0.708 2.975 2.963 0.60 -0.42 0.18
N 3.839 2.165 -1.270 -0.27 -0.71 1.61
N -2.184 1.881 1.160 -0.85 -0.64 -0.30
C -3.009 -3.589 -2.345 -0.66 -0.50 -0.66
C -2.298 -2.361 -0.280 -0.09 -0.78 0.70
C 4.364 2.955 -2.293 0.68 -0.32 -0.16
C 0.243 0.417 -2.453 -0.09 0.44 -0.42
C 0.210 2.000 -4.079 0.60 -0.03 1.17
C -0.163 -2.929 -1.731 0.51 -0.18 0.29
C -3.258 -2.791 -1.105 0.50 0.22 0.67
C -0.810 -2.653 -0.350 0.28 0.37 0.12
C -4.414 1.492 1.416 1.18 -0.08 0.08
C 2.498 -4.719 1.770 0.15 1.32 -1.93
C 6.096 2.364 -0.950 -1.14 -0.10 0.19
C -1.020 -5.276 -2.226 0.75 0.27 0.11
C 0.323 -3.961 3.876 -0.59 1.02 0.77
C 1.560 2.985 -0.011 -0.09 -0.12 0.23
C -0.269 2.718 4.261 0.35 0.98 0.01
C 0.049 3.000 0.303 0.77 0.23 -0.55
C -3.141 0.983 1.645 -0.54 0.83 -0.45
C -0.010 -4.411 -2.027 -0.45 -0.15 -0.50
C -2.509 -5.051 -2.116 -0.33 0.01 -0.62
C -4.250 2.758 0.765 1.32 -0.31 0.24
C -0.977 4.344 2.887 0.88 0.20 0.52
C -0.571 4.963 4.069 -0.40 -1.06 -0.68
C -0.160 3.919 4.961 -0.12 -0.72 -0.90
C -2.883 2.972 0.635 -0.80 -0.52 0.06
C 5.757 3.045 -2.159 -1.40 -0.43 0.62
C 4.904 1.888 -0.404 0.55 0.07 -1.09
C 1.217 2.310 -3.172 -0.63 -0.46 -0.40
C -0.446 0.820 -3.593 0.84 -0.01 0.73
H -3.988 -3.639 -2.844 0.36 -0.17 -0.11
H 0.853 -2.497 -1.732 -0.36 -0.18 0.08
H -0.080 1.697 4.564 0.12 0.16 0.02
H -5.348 1.023 1.695 0.17 0.01 -0.07
H -0.760 -6.267 -2.611 0.06 0.11 0.50
H -2.818 0.062 2.095 -0.04 -0.09 0.11
H -0.020 2.549 -4.987 0.02 -0.06 0.31
H 1.034 -4.742 -2.139 -0.64 -0.07 -0.10
H -2.333 -3.093 -3.051 -0.31 -0.11 0.17
H -5.029 3.437 0.448 0.13 -0.10 0.00
H -0.543 6.032 4.262 -0.31 -0.34 -0.02
H -1.327 0.356 -4.035 0.43 -0.02 0.23
H -0.183 4.032 0.605 -0.10 -0.54 0.04
H 6.439 3.531 -2.847 -0.25 0.01 0.15
H 1.892 3.145 -3.152 -0.08 -0.05 -0.07
H 2.152 3.163 0.904 -0.16 0.07 -0.23
H 1.800 3.799 -0.722 -0.05 -0.53 0.30
H -2.936 -5.453 -1.182 0.37 0.17 -0.13
H -2.595 -1.981 0.707 -0.03 0.22 -0.51
H -4.314 -2.656 -0.815 0.64 0.10 -0.13
H 0.104 -0.441 -1.809 -0.05 0.21 -0.10
H 4.722 1.373 0.529 0.10 -0.16 -0.16
H 3.748 3.428 -3.043 0.14 -0.34 0.05
H -2.364 3.794 0.172 -0.08 -0.02 0.04
H -2.934 -5.708 -2.901 -0.02 0.45 0.28
H 0.271 -3.707 4.934 -0.49 0.13 -0.10
H -0.590 -3.524 0.299 -0.22 0.25 -0.21
H 7.084 2.234 -0.526 -0.20 0.09 -0.02
H 0.453 -5.042 3.823 0.50 0.18 -0.45
H 3.115 -4.595 0.877 -0.12 -0.42 0.12
H -1.449 4.773 2.012 0.25 -0.04 0.21
H -0.527 2.798 -0.613 0.22 -0.13 0.17
H -0.254 -1.830 0.152 -0.38 -0.13 -0.31
H -0.571 -3.658 3.313 -0.05 -0.18 0.52
H -0.678 -2.429 -2.562 0.11 -0.04 0.43
H 0.177 4.046 5.982 -0.08 -0.13 -0.14
H 1.577 -5.270 1.541 0.19 0.36 0.04
```
Forces are in eV/Å.

Properties
HOMO (alpha / beta): -7.586 / -7.587 eV
Kohn-Sham gap (alpha / beta): 6.19 / 6.19 eV
energy above the lowest of the compared OMol25 structures with the same formula, charge and spin: 222.91 kJ/mol
calculated total energy: -2618.55661 a.u.